Entry 1:
Density functional theory data (ωB97M-V with the def2-TZVPD basis set) for a cluster of 2 separate species, C5H6 in total at a distorted geometry.

Computed properties:
Calculated total energy = -5272.4736 eV
E_HOMO (alpha / beta) = -8.121 / -10.270 eV
Orbital gap (alpha / beta) = 7.516 / 9.637 eV
Energy above the lowest of the compared OMol25 structures with the same formula, charge and spin = 841.9 kJ/mol

Structure (XYZ):
```
11
Properties=species:S:1:pos:R:3:forces:R:3:nbo_charge:R:1
C -0.8432 -1.0416 -0.2006 -0.47 -0.58 -0.02 -0.4881
C -1.7760 -1.6098 -0.9008 0.13 -0.20 0.06 0.2481
C 0.2893 -1.0882 0.8472 1.76 0.60 -2.28 -0.3505
C -0.0575 0.0754 0.0093 -0.39 1.27 0.52 0.1260
C 0.4764 1.1965 -0.8155 1.81 -0.91 -1.74 -0.6850
H 0.0176 -1.0209 1.8569 -0.37 -0.38 1.23 0.2284
H 1.2493 -1.6140 0.5681 -1.25 0.19 0.44 0.2143
H -1.6116 0.7228 1.9155 0.16 0.10 -0.23 -0.0125
H 0.0765 2.2248 -0.8424 -0.71 -0.90 0.16 0.2550
H 0.6616 0.7887 -1.8793 -0.94 0.79 1.23 0.2362
H 1.5176 1.3664 -0.5583 0.26 0.02 0.62 0.2282
```
Positions in Å, forces in eV/Å.

---

Entry 2:
Density functional theory data (ωB97M-V with the def2-TZVPD basis set) for a structure of composition C28H50P2ReSi at a distorted geometry.

Computed properties:
Expectation value of S² = 3.808
Spin multiplicity = 4
Calculated total energy = -58414.2733 eV
E_HOMO (alpha / beta) = -13.365 / -13.719 eV
Charge = +2
Orbital gap (alpha / beta) = 8.140 / 6.463 eV
Energy above the lowest of the compared OMol25 structures with the same formula, charge and spin = 0.0 kJ/mol

Structure (XYZ):
```
82
Properties=species:S:1:pos:R:3:forces:R:3:mulliken_spin:R:1
Re -0.5174 -0.7594 1.1151 1.95 6.27 -5.82 2.4198
C -1.9829 -1.1166 2.5170 -2.01 -2.36 1.77 -0.1115
C -1.7224 -2.3194 1.7350 -0.06 -1.28 0.95 0.3207
C 0.1524 -1.7974 3.0132 0.51 -0.63 0.80 -0.1957
C -0.9087 -0.9895 3.4601 0.01 0.25 0.03 0.0913
C -0.2982 -2.6021 1.9071 -1.99 -2.12 1.36 0.0491
C -3.3441 -0.5288 2.7245 -0.11 0.24 0.11 0.0105
H -3.9877 -0.7056 1.8645 -0.03 -0.05 0.11 0.0034
H -3.2792 0.5496 2.8854 -0.08 -0.06 0.03 -0.0048
H -3.8138 -0.9774 3.6129 0.14 0.10 -0.28 -0.0027
C -0.9312 -0.1485 4.6916 0.13 0.61 0.07 0.0003
H -1.9523 0.1270 4.9832 0.21 -0.17 -0.19 0.0024
H -0.3735 0.7910 4.5615 -0.05 -0.30 0.02 0.0035
H -0.4788 -0.6826 5.5401 -0.06 0.07 -0.36 0.0020
C 1.5124 -1.8640 3.6389 0.23 0.25 -0.17 0.0208
H 1.4752 -1.9114 4.7310 -0.26 -0.06 -0.15 0.0000
H 2.0494 -0.9514 3.3739 0.11 -0.11 0.17 -0.0005
H 2.1017 -2.7114 3.2859 -0.18 0.01 0.00 0.0016
C 0.4562 -3.6658 1.2180 0.46 -0.46 -0.04 -0.1094
H 0.4225 -4.5904 1.8035 0.09 0.08 -0.05 0.0075
H 1.4996 -3.3581 1.1003 -0.09 -0.22 -0.10 0.0003
H 0.0225 -3.8799 0.2421 0.11 -0.04 0.00 0.0069
C -2.6649 -3.0270 0.8554 -0.53 -0.47 -0.24 -0.0324
H -3.1473 -3.8423 1.4028 -0.02 0.01 0.03 0.0191
H -2.1509 -3.4818 0.0092 -0.09 0.00 -0.01 0.0069
H -3.4575 -2.3682 0.4925 0.10 -0.10 -0.05 -0.0099
C -1.3838 1.4451 -0.0087 -1.30 -0.94 0.77 -0.0525
C -2.5470 0.7110 -0.2652 1.90 0.10 1.08 0.2045
C -2.7756 -0.1477 -1.4584 -0.38 0.06 -0.68 -0.1305
C -1.6721 -1.1948 -1.8586 -1.11 -0.08 -0.68 0.1106
C -0.2763 -1.1130 -1.3344 0.42 -1.02 3.72 0.0757
C 0.8216 -0.2923 -1.9783 0.19 -0.23 1.15 -0.0064
C 0.8991 1.1680 -1.4248 -0.04 0.36 -0.21 -0.0006
C -0.3744 1.9492 -0.9892 0.56 1.17 -0.81 -0.0085
H -2.9156 0.5634 -2.2978 0.02 -0.43 0.39 -0.0017
H -1.6683 -1.1609 -2.9616 -0.13 -0.09 0.38 0.0073
H -3.7297 -0.6918 -1.4057 0.21 0.23 0.31 -0.0092
H -0.9118 2.3217 -1.8780 0.19 -0.27 0.84 0.0038
H -1.3370 1.9870 0.9546 -0.42 -0.21 -0.55 -0.0234
H -3.3650 0.8249 0.4510 0.36 -0.21 -0.07 0.0510
H -0.0082 2.8933 -0.5344 0.19 -0.59 -0.10 -0.0024
H 1.4921 1.1470 -0.4983 0.13 -0.23 -0.72 -0.0091
H 1.7926 -0.7471 -1.7060 -0.34 0.04 0.62 0.0220
H 1.4195 1.7947 -2.1644 0.02 0.09 0.32 -0.0015
H -2.0845 -2.1944 -1.6111 0.27 0.60 -0.11 -0.0061
H 0.0852 -2.1300 -1.0365 -0.11 0.52 -1.01 -0.0608
P -1.2166 1.2273 -3.7781 0.34 0.13 -1.94 0.0031
C -1.2409 2.9818 -4.3333 -0.25 -0.19 -0.11 0.0000
C -2.3668 0.4641 -5.0093 0.19 0.38 -0.02 0.0006
P 1.0730 -0.5848 -3.7457 0.11 0.90 -1.21 -0.0007
C 0.4085 0.8435 -4.6558 0.06 -0.51 -0.31 0.0005
C 0.3590 -2.1299 -4.3727 -0.05 -0.44 -0.24 0.0001
C 2.8621 -0.7759 -4.0021 0.00 0.00 -0.16 -0.0003
H -0.3759 3.5067 -3.8966 -0.48 -0.02 -0.08 0.0000
H -2.1961 3.4327 -4.0292 0.40 0.15 -0.09 0.0000
H -1.1571 2.9880 -5.4283 -0.05 0.26 0.26 0.0001
H -2.1059 0.8574 -5.9993 -0.31 -0.21 0.06 -0.0001
H -3.3833 0.7876 -4.7379 0.20 -0.32 -0.24 0.0000
H -2.2895 -0.6350 -5.0150 -0.18 0.42 0.03 -0.0007
H 3.1297 -0.5427 -5.0496 -0.11 -0.03 0.53 -0.0001
H 3.1073 -1.8332 -3.8189 0.08 0.38 0.06 0.0001
H 3.4219 -0.1307 -3.3000 -0.23 -0.26 -0.44 0.0001
H 1.1035 1.7086 -4.6160 -0.34 -0.57 0.14 0.0004
H 0.2204 0.5981 -5.7247 0.27 0.11 0.61 -0.0001
H 1.0544 -2.9367 -4.0928 -0.29 0.20 -0.04 0.0001
H 0.3199 -2.1094 -5.4852 0.05 0.14 0.72 0.0001
H -0.6377 -2.3790 -3.9756 0.52 0.22 -0.23 -0.0001
C 4.6059 1.5961 3.2181 -0.27 -0.09 -0.18 0.0149
Si 2.8116 2.1610 3.3057 0.80 0.84 0.66 -0.0031
C 2.1525 1.9218 5.0625 -0.13 -0.22 -0.23 0.0175
C 2.6283 3.9729 2.8454 -0.07 -0.18 -0.14 0.0116
C 1.8230 1.1634 2.1056 -1.09 -0.88 -0.08 0.4672
C 0.9720 0.4016 1.6083 1.59 1.38 0.18 -0.1704
H 5.2333 2.2216 3.8712 -0.19 -0.20 -0.20 0.0010
H 4.9783 1.6764 2.1860 0.00 -0.01 0.31 -0.0007
H 4.7011 0.5470 3.5366 0.05 0.29 -0.07 -0.0005
H 2.8102 2.4553 5.7652 -0.16 -0.12 -0.22 0.0006
H 1.1368 2.3263 5.1793 0.27 -0.03 -0.02 -0.0002
H 2.1343 0.8631 5.3579 0.04 0.24 -0.02 -0.0021
H 2.8168 4.1266 1.7733 0.01 0.05 0.28 -0.0007
H 1.6146 4.3353 3.0721 0.28 -0.06 -0.06 0.0003
H 3.3495 4.5710 3.4204 -0.21 -0.10 -0.16 0.0001
```
Positions in Å, forces in eV/Å.

---

Entry 3:
Density functional theory data (ωB97M-V with the def2-TZVPD basis set) for a cluster of 2 separate species, C6H14O in total.

Computed properties:
Calculated total energy = -8495.3760 eV
E_HOMO = -9.452 eV
Orbital gap = 10.403 eV
Energy above the lowest of the compared OMol25 structures with the same formula, charge and spin = 146.3 kJ/mol

Structure (XYZ):
```
21
Properties=species:S:1:pos:R:3:forces:R:3:nbo_charge:R:1
C 1.8999 -2.6402 -0.1657 0.11 -0.02 0.07 -0.8605
C -0.7997 -1.8619 -1.2567 -0.19 0.13 0.05 -0.3918
C -1.1247 -0.9445 -0.3522 -0.05 -0.10 -0.16 -0.1768
C -0.7828 0.5159 -0.4862 -0.03 0.07 -0.10 -0.4434
C -0.4292 1.2356 0.8181 0.00 -0.02 0.04 -0.4088
C -0.3288 2.7364 0.5960 -0.10 -0.26 -0.37 -0.0498
O -0.0305 3.3548 1.8317 0.04 0.32 0.05 -0.7185
H 1.7495 -3.2971 -1.0285 0.06 0.10 0.16 0.2064
H 2.0422 -3.2404 0.7340 0.14 0.01 -0.09 0.2106
H 2.7623 -1.9957 -0.3397 0.05 -0.14 0.05 0.2089
H -0.2078 -1.6051 -2.1348 -0.18 0.01 0.10 0.1915
H -1.0138 -2.9193 -1.1190 -0.12 0.22 -0.01 0.2032
H -1.6504 -1.2549 0.5520 -0.02 0.10 -0.14 0.1974
H 1.0164 -2.0216 -0.0400 0.38 -0.17 0.08 0.2288
H -1.6431 1.0286 -0.9395 0.06 -0.02 0.06 0.2105
H 0.0466 0.6214 -1.1986 -0.15 -0.01 0.05 0.2054
H -1.1944 1.0519 1.5829 0.07 0.00 -0.12 0.2050
H 0.5224 0.8731 1.2263 -0.14 0.00 -0.08 0.2088
H 0.4501 2.9507 -0.1553 -0.10 -0.03 0.15 0.1533
H -1.2851 3.1045 0.1872 0.15 -0.04 0.11 0.1520
H 0.0009 4.3081 1.6878 0.02 -0.16 0.11 0.4680
```
Positions in Å, forces in eV/Å.

---

- The lowest calculated total energy belongs to which entry?
  C28H50P2ReSi

---

- The highest energy above the lowest of the compared OMol25 structures with the same formula, charge and spin belongs to which entry?
  C5H6

---

- Number 3 is which compound?
  C6H14O

---

- The highest energy above the lowest of the compared OMol25 structures with the same formula, charge and spin belongs to which entry?
  C5H6